Density functional theory data (ωB97M-V with the def2-TZVPD basis set) for C12H24Cl2GdN2S as an isolated structure in a non-equilibrium geometry.

```
! RIJCOSX wB97M-V def2-TZVPD def2/J DEFGRID3
* xyz -1 8
Gd 1.03722 -0.19682 -1.61607
Cl 0.40309 -2.71626 -2.05122
Cl 1.14640 2.14972 -0.30386
C 3.03629 -0.35478 -1.94930
H 3.51891 0.65263 -2.14965
H 3.21196 -0.85554 -2.96085
C -0.82742 1.42064 -2.93295
C 0.30030 0.92094 -3.35732
H -0.96673 2.00396 -1.97163
C 0.33302 -0.39445 -4.17637
H 1.48950 1.17840 -3.02434
C -0.74907 -0.28680 -5.28763
H 1.32098 -0.66732 -4.57074
H 0.05049 -1.35322 -3.61553
C -2.12396 -0.05255 -4.65326
H -0.48605 0.59049 -5.90430
H -0.75924 -1.14722 -5.97342
C -2.17271 1.06409 -3.59923
H -2.86472 0.14105 -5.42924
H -2.42385 -0.99321 -4.16439
H -2.62408 1.96984 -4.06141
H -2.86581 0.76554 -2.81114
C -0.14670 -2.35300 5.42674
C 0.34958 -1.74148 4.12697
N -0.78659 -1.26914 3.29076
C -0.52731 -0.44549 2.21877
S -1.09996 -0.78679 0.65558
N 0.18837 0.66782 2.49548
C 0.03480 1.38034 3.78236
C 1.23096 2.27989 4.03460
H -0.83162 -1.68244 5.95615
H 0.70986 -2.54754 6.08058
H -0.65471 -3.30667 5.24723
H 1.02000 -0.89666 4.31527
H 0.91163 -2.49927 3.55789
H -1.40354 -2.03848 3.02790
H 0.40248 1.25829 1.67330
H -0.89225 1.98000 3.77100
H -0.07461 0.63937 4.57896
H 1.34065 3.02144 3.23745
H 1.09045 2.80752 4.98332
H 2.15402 1.69319 4.10352
*
```

Energy above the lowest of the compared OMol25 structures with the same formula, charge and spin = 154.38 kJ/mol
Lowest unoccupied orbital energy (alpha / beta) = 0.096 / 0.096 hartree
HOMO level (alpha / beta) = -2.7 / -2.9 eV
E_tot = -2665.34818 hartree
<S²> = 16.097
HOMO-LUMO gap (alpha / beta) = 5.354 / 5.473 eV

Listed below, in e, are the Mulliken charges computed for each atom:
1 Gd 0.0278
2 Cl -0.6414
3 Cl -0.6816
4 C -0.8051
5 H 0.1564
6 H 0.1693
7 C -0.2313
8 C 0.4251
9 H 0.3291
10 C -0.1434
11 H 0.1629
12 C -0.8335
13 H 0.2286
14 H -0.0270
15 C -0.6588
16 H 0.3348
17 H 0.3815
18 C -0.4946
19 H 0.3226
20 H 0.2589
21 H 0.3048
22 H 0.2763
23 C -1.2004
24 C -0.3724
25 N -0.1884
26 C -0.0147
27 S -0.3102
28 N 0.3109
29 C -0.2260
30 C -1.1554
31 H 0.3026
32 H 0.3517
33 H 0.3397
34 H 0.2774
35 H 0.3553
36 H 0.3170
37 H -0.1009
38 H 0.2738
39 H 0.2160
40 H 0.3035
41 H 0.3819
42 H 0.2771

=====

Density functional theory data (ωB97M-V with the def2-TZVPD basis set) for a 3-piece molecular cluster, C12H24ClN3OP overall.

```
! RIJCOSX wB97M-V def2-TZVPD def2/J DEFGRID3
* xyz -1 1
C 0.90516 2.03849 -0.85432
C -0.14531 1.78542 0.22077
C -0.11048 2.89686 1.26761
C 0.02065 0.39566 0.89559
N 1.33390 -0.16353 0.74684
P 1.80626 -1.62892 0.94883
O 1.10801 -2.25176 2.39527
Cl 0.32937 -2.90628 -0.23298
H 1.90194 2.08454 -0.41300
H 0.69650 2.98671 -1.36324
H 0.90775 1.24294 -1.59945
H -1.12076 1.80821 -0.27794
H -0.94381 2.81480 1.96991
H -0.14899 3.89556 0.81888
H 0.81911 2.82518 1.84163
H -0.21356 0.51873 1.96580
H -0.74318 -0.29077 0.50101
H 1.84496 -2.57677 2.91251
C 0.82507 5.74020 -2.32267
C 1.55602 5.00400 -3.43614
C 0.62733 4.60886 -4.59164
C -0.44028 3.71516 -4.13989
N -1.22701 2.96113 -3.77438
H 0.05487 5.10729 -1.87971
H 1.51540 6.02662 -1.52952
H 0.34577 6.64773 -2.69811
H 2.02280 4.10084 -3.03876
H 2.35461 5.62633 -3.84557
H 1.18265 4.09300 -5.37636
H 0.17010 5.49484 -5.03850
C -1.28340 -5.69290 1.17835
C -1.50960 -5.43470 2.65839
C -1.18995 -6.64319 3.54566
C -2.03388 -7.80774 3.26687
N -2.70198 -8.71802 3.04522
H -1.93949 -6.47698 0.79245
H -1.45640 -4.77124 0.62880
H -0.24782 -5.98047 0.98977
H -2.54038 -5.12261 2.84176
H -0.86659 -4.61121 2.97552
H -1.31570 -6.39685 4.60208
H -0.14965 -6.94518 3.40266
*
```

Lowest unoccupied orbital energy = 0.091 hartree
HOMO level = -4.3 eV
E_tot = -1512.78003 hartree
HOMO-LUMO gap = 6.791 eV

Listed below, in e, are the Mulliken charges computed for each atom:
1 C -0.9983
2 C 0.7538
3 C -1.5485
4 C -0.7077
5 N -0.1422
6 P -0.2271
7 O -0.4564
8 Cl -0.4643
9 H 0.3843
10 H -0.1174
11 H 0.3636
12 H 0.2017
13 H 0.3838
14 H 0.3412
15 H 0.3455
16 H 0.2037
17 H 0.3931
18 H 0.2569
19 C -1.1401
20 C -0.3783
21 C -0.4312
22 C 0.2618
23 N -0.4221
24 H 0.2741
25 H 0.2940
26 H 0.3822
27 H 0.2985
28 H 0.3473
29 H 0.2817
30 H 0.2874
31 C -1.0359
32 C -0.2417
33 C -0.4394
34 C 0.2647
35 N -0.4648
36 H 0.3839
37 H 0.1778
38 H 0.3124
39 H 0.2839
40 H 0.1678
41 H 0.2913
42 H 0.2790

=====

Density functional theory data (ωB97M-V with the def2-TZVPD basis set) for C12H24F9O20P2S3Zn as an isolated structure in a non-equilibrium geometry.

```
! RIJCOSX wB97M-V def2-TZVPD def2/J DEFGRID3
* xyz -1 1
Zn -16.17498 16.99459 9.74147
C -14.31859 13.51739 7.89641
F -15.08304 12.64319 8.57786
F -13.51422 14.11776 8.78211
F -13.60580 12.87760 6.98709
S -15.47607 14.81156 7.12179
O -15.82608 15.73280 8.22964
O -14.67621 15.44714 6.10183
O -16.61641 14.01770 6.66491
C -17.19118 20.91492 8.01863
F -18.08006 20.50308 7.10462
F -16.82636 22.15819 7.74188
F -17.82555 20.87979 9.18800
S -15.68406 19.78023 8.07888
O -15.01463 19.83802 6.79991
O -14.90891 20.28520 9.20360
O -16.35331 18.50141 8.37686
C -16.75171 20.34386 12.86090
F -15.49233 20.73096 12.65894
F -17.02301 20.58769 14.14718
F -17.55411 21.07600 12.10544
S -16.99986 18.52751 12.53236
O -16.07375 17.89225 13.46033
O -18.39622 18.24548 12.80495
O -16.65555 18.35746 11.11654
C -12.93490 19.28551 11.92759
O -12.25671 18.10412 11.50820
P -12.81867 17.12268 10.40299
O -14.28164 17.17326 10.27721
O -12.21300 15.71425 10.81450
C -10.81878 15.58967 10.97529
O -12.03347 17.42548 9.04417
C -11.95537 18.76443 8.55059
H -12.19632 19.99286 12.30086
H -13.67563 19.03300 12.68629
H -13.49290 19.78869 11.13310
H -10.54717 14.71825 11.58019
H -10.37198 16.43433 11.49858
H -10.28995 15.37014 10.04532
H -11.92979 19.46856 9.38553
H -12.80555 18.96749 7.90388
H -11.04692 19.00379 7.99579
C -18.25715 15.09313 13.60716
O -18.11179 14.19654 12.49275
P -16.82167 14.16056 11.59239
O -16.43102 15.44699 11.00723
O -17.03553 12.99836 10.52535
C -18.09093 13.13212 9.56596
O -15.71367 13.51695 12.55358
C -14.42378 13.15032 12.04514
H -18.86329 15.94412 13.29827
H -17.29617 15.53695 13.87555
H -18.71352 14.55360 14.43215
H -19.07309 13.09240 10.03755
H -18.01532 12.26335 8.91278
H -17.97472 13.99601 8.91333
H -13.80815 13.07728 12.94424
H -13.94412 13.89709 11.41094
H -14.54442 12.18626 11.54956
C -20.53851 16.05301 10.94510
O -20.57622 15.95973 9.51930
C -19.46383 16.38831 8.91147
O -18.41036 16.64738 9.41789
O -19.74983 16.45355 7.62666
C -18.70696 16.82814 6.72009
H -21.54553 16.07699 11.35147
H -19.96025 16.92870 11.24165
H -20.05783 15.16360 11.35823
H -17.72413 16.85478 7.17661
H -18.98402 17.72205 6.16714
H -18.66127 16.04899 5.95384
*
```

Energy above the lowest of the compared OMol25 structures with the same formula, charge and spin = 18.88 kJ/mol
Lowest unoccupied orbital energy = 0.086 hartree
HOMO level = -7.3 eV
E_tot = -6532.31787 hartree
HOMO-LUMO gap = 9.619 eV

Listed below, in e, are the Mulliken charges computed for each atom:
1 Zn 2.5077
2 C 0.5553
3 F -0.2396
4 F -0.2296
5 F -0.2315
6 S 1.0908
7 O -0.0992
8 O -0.7309
9 O -0.7215
10 C 0.4885
11 F -0.2318
12 F -0.2218
13 F -0.1827
14 S 1.0396
15 O -0.6961
16 O -0.6235
17 O -0.9167
18 C 0.3956
19 F -0.1938
20 F -0.2395
21 F -0.2058
22 S 1.1931
23 O -0.7313
24 O -0.7557
25 O -0.7460
26 C -0.4732
27 O -0.3921
28 P -0.0663
29 O 0.7882
30 O -0.2022
31 C -0.9225
32 O -0.3423
33 C -0.5427
34 H 0.3629
35 H 0.2261
36 H 0.1323
37 H 0.2795
38 H 0.2993
39 H 0.2908
40 H 0.2406
41 H 0.1736
42 H 0.3242
43 C -0.5920
44 O -0.4365
45 P -0.6120
46 O 1.1832
47 O -0.3818
48 C -0.2022
49 O -0.3835
50 C -0.3570
51 H 0.1878
52 H 0.2605
53 H 0.3048
54 H 0.3099
55 H 0.2873
56 H -0.1926
57 H 0.2615
58 H 0.0569
59 H 0.2419
60 C -0.4774
61 O -0.4160
62 C 0.4559
63 O -0.3283
64 O -0.4483
65 C -0.2227
66 H 0.3601
67 H 0.2054
68 H 0.0932
69 H -0.1898
70 H 0.3187
71 H 0.2636

=====

Density functional theory data (ωB97M-V with the def2-TZVPD basis set) for C12H24HgN4OV as an isolated structure in a non-equilibrium geometry.

```
! RIJCOSX wB97M-V def2-TZVPD def2/J DEFGRID3
* xyz 2 2
N 1.93686 -0.34279 -1.14614
C 3.04778 -1.39292 0.41187
O 4.19868 -1.40379 0.58891
Hg 3.92336 0.07913 -2.23119
V 0.32605 -0.05508 -0.83478
N -0.82211 -1.49018 -1.26265
N -0.24901 1.70613 -1.30657
C -0.35630 -2.88408 -1.14586
C 0.25314 2.94756 -0.67305
C 0.82589 -3.09050 -2.09179
C -1.42042 -3.90167 -1.52959
C 0.06604 -3.14970 0.30793
C 0.34814 4.09931 -1.66558
C -0.64402 3.41526 0.47381
C 1.64085 2.69418 -0.07652
H 0.52334 -2.81407 -3.10864
H 1.08451 -4.15691 -2.09413
H 1.71798 -2.50229 -1.83415
H -2.24350 -3.93624 -0.80849
H -0.94316 -4.88501 -1.54641
H -1.80397 -3.70484 -2.53398
H 0.87836 -2.49538 0.66432
H 0.39988 -4.19062 0.39478
H -0.79932 -2.99817 0.96863
H 0.99752 3.85984 -2.51382
H 0.79165 4.96529 -1.15554
H -0.63680 4.42342 -2.02540
H -1.65824 3.63516 0.12070
H -0.23027 4.33982 0.89914
H -0.71170 2.67344 1.27717
H 1.58221 2.01169 0.78629
H 2.06874 3.65429 0.23943
H 2.30700 2.24580 -0.82528
C -1.34886 1.82595 -2.24902
H -1.49218 0.87040 -2.78970
H -2.30148 2.02922 -1.72486
H -1.18476 2.67941 -2.92523
C -2.26555 -1.22458 -1.17090
H -2.77932 -2.01900 -0.59869
H -2.49753 -0.27473 -0.65703
H -2.74701 -1.17831 -2.17409
N -0.01440 0.16770 2.30913
C 0.15773 0.06199 1.15218
*
```

Lowest unoccupied orbital energy (alpha / beta) = -0.415 / -0.411 hartree
HOMO level (alpha / beta) = -16.1 / -16.0 eV
E_tot = -1862.46671 hartree
<S²> = 0.823
HOMO-LUMO gap (alpha / beta) = 4.777 / 4.790 eV

Listed below, in e, are the Mulliken charges computed for each atom:
1 N -0.0558
2 C 0.2762
3 O -0.2399
4 Hg 0.7943
5 V 0.6305
6 N 0.3699
7 N 0.4526
8 C 1.0805
9 C 1.1515
10 C -1.5026
11 C -1.7503
12 C -1.2123
13 C -1.8897
14 C -1.3380
15 C -1.5004
16 H 0.4409
17 H 0.4807
18 H 0.2232
19 H 0.4499
20 H 0.4775
21 H 0.4296
22 H 0.1178
23 H 0.4441
24 H 0.3748
25 H 0.4162
26 H 0.4621
27 H 0.4949
28 H 0.3943
29 H 0.4344
30 H 0.2994
31 H 0.3393
32 H 0.5241
33 H 0.1251
34 C -1.1752
35 H 0.3289
36 H 0.4306
37 H 0.3579
38 C -1.0656
39 H 0.3913
40 H 0.3071
41 H 0.4570
42 N -0.4902
43 C 0.2632

=====

Density functional theory data (ωB97M-V with the def2-TZVPD basis set) for C12H24LiN4O2Ta as an isolated structure in a non-equilibrium geometry.

```
! RIJCOSX wB97M-V def2-TZVPD def2/J DEFGRID3
* xyz 2 1
N 1.77968 -0.07354 0.83681
C 2.95048 -0.46257 0.93693
O 3.76759 -1.24952 0.50802
Li 1.48280 -1.12785 -1.29056
Ta -0.16149 0.04579 0.78917
N -0.36686 -1.52289 -0.41850
N -0.29569 1.74184 -0.13747
C -0.28783 -2.97846 -0.05066
C 0.35001 3.05647 -0.28822
C 0.86700 -3.62885 -0.82784
C -1.61756 -3.64528 -0.40290
C -0.04181 -3.09510 1.44630
C 0.01107 3.65713 -1.65187
C -0.13370 4.02387 0.80701
C 1.85177 2.88421 -0.16484
H 0.72593 -3.55117 -1.91447
H 0.88076 -4.69859 -0.58246
H 1.85094 -3.22720 -0.52200
H -2.45975 -3.11885 0.06769
H -1.61319 -4.68451 -0.03507
H -1.79302 -3.67367 -1.48399
H 0.93204 -2.67828 1.75801
H -0.00224 -4.16905 1.69817
H -0.85606 -2.65852 2.05034
H 0.30410 2.98081 -2.45717
H 0.56204 4.59347 -1.78240
H -1.04931 3.89859 -1.76621
H -1.19848 4.26969 0.70933
H 0.41371 4.97632 0.74214
H 0.02555 3.60743 1.80949
H 2.13799 2.39974 0.77294
H 2.32096 3.87817 -0.19688
H 2.23751 2.30595 -1.01099
C -1.80823 1.76959 -0.27780
H -2.31185 0.91231 0.23504
H -2.27852 2.66787 0.15154
H -2.08362 1.70582 -1.34382
C -0.83520 -1.24042 -1.81913
H -1.92967 -1.30100 -1.89721
H -0.52803 -0.23594 -2.14645
H -0.39928 -1.97934 -2.50501
O -0.31299 -0.16983 5.05813
C -0.46944 -0.12003 3.88895
N -0.61810 -0.08464 2.70792
*
```

Energy above the lowest of the compared OMol25 structures with the same formula, charge and spin = 62.47 kJ/mol
Lowest unoccupied orbital energy = -0.314 hartree
HOMO level = -16.8 eV
E_tot = -905.20525 hartree
HOMO-LUMO gap = 8.273 eV

Listed below, in e, are the Mulliken charges computed for each atom:
1 N -0.7873
2 C 0.7972
3 O -0.3450
4 Li 0.8614
5 Ta 0.5353
6 N 0.0478
7 N 0.6713
8 C 1.3742
9 C 1.1095
10 C -2.0121
11 C -1.5869
12 C -1.7648
13 C -1.6064
14 C -1.4706
15 C -1.6457
16 H 0.4607
17 H 0.4235
18 H 0.5919
19 H 0.3749
20 H 0.4492
21 H 0.4050
22 H 0.3265
23 H 0.5187
24 H 0.3952
25 H 0.3862
26 H 0.4448
27 H 0.4183
28 H 0.4208
29 H 0.4468
30 H 0.3472
31 H 0.3158
32 H 0.4914
33 H 0.2984
34 C -1.1084
35 H 0.5059
36 H 0.3954
37 H 0.3816
38 C -1.1759
39 H 0.2962
40 H 0.4996
41 H 0.5835
42 O -0.3616
43 C 0.7926
44 N -0.5021